[1]
ORCA calculation (the ωB97M-V functional and the def2-TZVPD basis) on a molecular structure, C23H42BBr3NO in a non-equilibrium geometry.

```
! wB97M-V def2-TZVPD RIJCOSX def2/J DEFGRID3
* xyz -1 1
C 4.180 -2.690 -1.751
C 3.668 -1.204 -1.908
C 3.578 -0.733 -3.399
C 2.274 -1.222 -4.157
C 1.042 -0.485 -3.461
C -0.276 -0.582 -4.299
C -1.577 -0.104 -3.535
C -1.731 -0.668 -2.067
B -1.756 0.583 -0.961
C -0.254 1.234 -0.730
C -0.249 2.474 0.268
C 1.013 3.338 -0.065
O -0.370 1.939 1.595
C 0.425 2.532 2.595
C 0.040 3.978 3.032
C -0.755 4.936 2.303
C -1.037 6.251 2.870
C -0.575 6.646 4.177
C 0.208 5.685 4.940
C 0.511 4.397 4.364
N -2.517 0.223 0.324
C -1.872 -0.810 1.135
C -2.370 -2.279 0.863
C -1.383 -3.249 1.673
C -0.081 -3.509 0.825
H 4.233 -2.914 -0.651
H 5.225 -2.765 -2.151
H 3.508 -3.421 -2.264
H 4.408 -0.549 -1.370
H 2.709 -1.129 -1.342
H 4.451 -1.150 -3.973
H 3.583 0.387 -3.460
H 2.155 -2.336 -4.054
H 2.321 -0.963 -5.245
H 1.347 0.578 -3.295
H 0.917 -0.975 -2.467
H -0.451 -1.606 -4.738
H -0.145 0.109 -5.184
H -2.452 -0.448 -4.159
H -1.609 1.019 -3.581
H -2.771 -1.109 -2.004
H -1.000 -1.477 -1.799
H -2.414 1.456 -1.511
H 0.438 0.419 -0.358
H 0.130 1.543 -1.741
H -1.184 3.052 -0.004
H 1.934 2.761 0.238
H 1.084 4.330 0.448
H 1.079 3.449 -1.180
H 0.257 1.902 3.518
H 1.539 2.442 2.424
H -1.162 4.673 1.308
H -1.642 6.985 2.286
H -0.795 7.624 4.654
H 0.584 5.892 5.967
H 1.101 3.680 4.987
H -2.792 1.035 0.869
H -2.138 -0.589 2.214
H -0.749 -0.820 1.095
H -3.401 -2.438 1.279
H -2.300 -2.609 -0.201
H -1.053 -2.636 2.564
H -1.888 -4.176 2.033
H 0.298 -2.534 0.415
H -0.334 -4.148 -0.059
H 0.762 -3.950 1.414
C -2.855 -7.150 2.926
Br -1.085 -7.461 3.644
Br -3.639 -5.531 3.632
Br -2.858 -7.163 0.993
H -3.479 -7.975 3.251
*
```

Properties
**HOMO-LUMO gap**: 5.1 eV
**LUMO**: 0.060 hartree

***

[2]
ORCA calculation (the ωB97M-V functional and the def2-TZVPD basis) on a molecular structure, C23H42BN4OOsSi4Te.

```
! wB97M-V def2-TZVPD RIJCOSX def2/J DEFGRID3
* xyz -1 1
Os -0.490 -0.571 1.144
C 3.328 -0.019 -0.504
C 2.472 -0.817 0.493
C 3.245 -0.895 1.821
C 1.217 -0.007 0.769
C 2.119 -2.198 -0.051
C 1.933 -3.287 0.797
C 1.552 -4.525 0.299
C 1.346 -4.704 -1.060
C 1.527 -3.629 -1.917
C 1.909 -2.393 -1.415
H 3.656 0.912 -0.038
H 2.776 0.250 -1.405
H 4.210 -0.593 -0.795
H 3.518 0.112 2.144
H 4.157 -1.483 1.695
H 2.636 -1.336 2.611
H 1.433 1.071 0.804
H 2.059 -3.173 1.865
H 1.401 -5.350 0.985
H 1.034 -5.665 -1.447
H 1.353 -3.746 -2.979
H 2.035 -1.571 -2.108
C 1.662 2.293 3.936
Si 0.367 2.100 5.275
C -1.178 3.117 4.998
C 1.111 2.672 6.916
Si -0.206 -0.155 5.551
Te -0.378 -1.647 3.526
Si -2.250 -0.335 6.664
C -2.527 -2.117 7.203
C -3.643 0.177 5.518
C -2.275 0.756 8.203
Si 1.468 -1.229 6.787
C 3.155 -0.780 6.080
C 1.286 -3.100 6.710
C 1.418 -0.733 8.608
H 1.837 3.347 3.711
H 1.338 1.803 3.017
H 2.602 1.836 4.256
H -0.926 4.161 4.798
H -1.807 3.078 5.892
H -1.761 2.765 4.148
H 1.318 3.745 6.872
H 2.049 2.159 7.142
H 0.421 2.498 7.745
H -2.437 -2.794 6.351
H -3.525 -2.243 7.633
H -1.795 -2.422 7.955
H -3.621 -0.424 4.607
H -3.550 1.225 5.226
H -4.616 0.040 5.998
H -1.465 0.496 8.888
H -3.221 0.643 8.740
H -2.164 1.810 7.941
H 3.197 -1.021 5.016
H 3.947 -1.337 6.588
H 3.367 0.286 6.188
H 1.364 -3.450 5.679
H 0.322 -3.426 7.103
H 2.074 -3.583 7.296
H 1.484 0.349 8.736
H 2.248 -1.191 9.153
H 0.488 -1.069 9.073
B -1.134 4.078 1.650
C -0.957 2.504 1.615
N -0.831 1.357 1.571
H -0.257 4.521 2.367
H -1.021 4.475 0.510
H -2.235 4.316 2.102
O -1.013 -2.334 -0.103
N -1.198 -1.191 -0.654
C -1.486 -1.068 -1.917
C -1.630 -2.222 -2.749
N -1.761 -3.134 -3.436
C -1.630 0.239 -2.473
N -1.729 1.290 -2.927
*
```

Properties
**ΔE to the lowest compared entry with this formula, charge and spin**: 10.3 kcal per mole
**HOMO-LUMO gap**: 6.5 eV
**LUMO**: 0.054 hartree

***

[3]
ORCA calculation (the ωB97M-V functional and the def2-TZVPD basis) on a molecular structure, C23H42Br6FO11V in a non-equilibrium geometry.

```
! wB97M-V def2-TZVPD RIJCOSX def2/J DEFGRID3
* xyz 0 3
V 1.432 2.162 -2.171
C 0.074 -1.528 -0.920
C -0.303 -0.111 -0.520
O 0.654 0.888 -0.763
H -0.652 -2.331 -0.763
H 0.974 -1.851 -0.381
H 0.394 -1.603 -1.959
H -0.847 -0.009 0.427
H -1.227 0.112 -1.085
C 0.219 -1.236 -4.445
C 0.548 0.194 -4.872
O 0.685 1.226 -3.943
H 1.082 -1.806 -4.111
H -0.099 -1.716 -5.378
H -0.695 -1.301 -3.852
H -0.102 0.563 -5.671
H 1.490 0.036 -5.419
F 2.492 3.098 -0.666
C -3.599 0.588 -3.305
C -4.215 1.300 -2.093
C -4.495 2.810 -2.168
O -5.860 2.942 -1.840
C -6.360 1.762 -1.522
O -7.461 1.608 -1.083
O -5.432 0.773 -1.633
H -4.319 0.422 -4.104
H -3.244 -0.361 -2.900
H -2.716 1.104 -3.677
H -3.475 1.258 -1.290
H -4.325 3.205 -3.175
H -3.816 3.421 -1.572
C 4.158 0.879 2.849
C 3.177 2.080 2.884
C 1.735 1.907 2.378
O 1.017 2.391 3.524
C 1.818 2.895 4.472
O 1.415 3.478 5.431
O 3.112 2.677 4.180
H 4.016 0.377 1.888
H 3.939 0.213 3.684
H 5.234 1.048 2.816
H 3.687 2.781 2.219
H 1.501 0.885 2.083
H 1.470 2.606 1.589
C -0.783 -0.698 3.590
C 0.164 -1.805 3.967
O -0.045 -2.510 4.929
C 1.463 -1.984 3.222
H -1.293 -0.873 2.636
H -0.271 0.258 3.511
H -1.630 -0.745 4.274
H 1.310 -2.140 2.150
H 2.093 -2.787 3.600
H 2.079 -1.084 3.303
C -2.094 2.508 2.428
C -3.570 2.270 2.137
O -4.404 3.107 2.376
C -3.938 0.941 1.521
H -1.496 1.818 1.830
H -1.946 2.428 3.502
H -1.830 3.497 2.052
H -3.525 0.872 0.518
H -5.001 0.789 1.716
H -3.580 0.039 2.031
C 4.972 1.064 -1.098
C 4.168 0.332 -2.143
O 2.995 0.628 -2.341
C 4.674 -0.811 -2.989
H 4.579 0.741 -0.134
H 4.697 2.104 -1.262
H 5.987 0.688 -1.200
H 3.911 -1.581 -3.033
H 5.652 -1.214 -2.715
H 4.971 -0.389 -3.954
C -3.476 -4.306 0.725
Br -2.739 -4.199 -1.109
Br -4.629 -2.793 1.175
Br -2.051 -4.587 2.031
H -4.015 -5.239 0.824
C 3.075 -4.708 -0.157
Br 3.872 -4.665 -1.983
Br 4.375 -5.058 1.165
Br 1.606 -5.997 -0.221
H 2.593 -3.749 -0.017
*
```

Properties
**HOMO-LUMO gap (spin up / spin down)**: 7.5 / 8.3 eV
**LUMO (spin up / spin down)**: -0.075 / -0.047 hartree

***

[4]
ORCA calculation (the ωB97M-V functional and the def2-TZVPD basis) on a molecular structure, C23H42Cl3LuN4O3Si in a non-equilibrium geometry.

```
! wB97M-V def2-TZVPD RIJCOSX def2/J DEFGRID3
* xyz 0 1
C 2.498 0.680 -5.127
C 1.059 0.544 -4.651
H 2.537 0.979 -6.164
H 3.009 -0.269 -5.011
H 3.014 1.486 -4.624
C -0.030 0.490 -5.545
C 0.004 -0.008 -6.952
H -0.982 0.941 -5.234
H 0.600 -0.928 -7.078
H 0.383 0.732 -7.680
H -1.046 -0.217 -7.207
Lu 0.693 -1.026 1.483
Cl 1.731 1.312 1.319
Cl 1.744 -2.888 2.641
H 0.681 -1.446 6.658
H 3.091 0.248 6.686
C 1.097 -1.626 5.658
C 3.143 -0.189 5.676
N 1.803 -0.448 5.150
H 0.322 -1.950 4.958
C 1.275 0.294 4.197
O 0.263 -0.085 3.525
H 3.680 0.485 4.990
H 1.772 1.246 4.008
H 1.812 -2.434 5.796
H 3.678 -1.147 5.775
H 0.824 -3.009 -3.159
H -1.940 -1.816 -3.887
C 0.065 -3.555 -2.573
C -2.136 -2.550 -3.106
N -1.022 -2.665 -2.167
H 0.514 -4.038 -1.697
C -1.193 -2.251 -0.901
O -0.529 -2.580 0.108
H -3.016 -2.240 -2.556
H -2.009 -1.533 -0.813
H -0.374 -4.312 -3.235
H -2.318 -3.510 -3.576
O 0.932 -0.327 -3.465
C 0.781 1.000 -3.092
C -1.730 0.727 -2.602
C -0.577 1.533 -2.707
H -1.589 -0.346 -2.645
C -2.982 1.265 -2.337
H 1.688 1.246 -2.491
C -0.767 2.903 -2.376
H -3.858 0.619 -2.292
C -3.151 2.634 -2.101
C -2.020 3.431 -2.090
H 0.118 3.533 -2.294
H -4.133 3.075 -1.924
H -2.114 4.476 -1.837
Si 3.956 -1.671 -0.690
Cl 1.660 -1.098 -0.755
C 4.054 -3.512 -0.284
C 4.526 -0.834 0.914
C 5.085 -1.210 -2.069
H 3.165 -4.072 -0.604
H 4.189 -3.667 0.797
H 4.937 -3.939 -0.775
H 5.049 -1.957 -2.876
H 6.118 -1.226 -1.659
H 4.883 -0.199 -2.449
H 4.191 0.207 0.992
H 5.621 -0.878 0.958
H 4.156 -1.366 1.804
C -4.042 1.188 2.323
N -2.634 1.607 2.137
C -2.023 2.568 3.093
C -1.872 0.852 1.411
N -1.180 0.117 0.800
H -4.483 1.877 3.051
H -4.088 0.148 2.708
H -4.565 1.259 1.353
H -1.174 2.096 3.625
H -1.673 3.457 2.539
H -2.815 2.852 3.797
*
```

Properties
**HOMO-LUMO gap**: 3.2 eV
**LUMO**: 0.001 hartree

***

[5]
ORCA calculation (the ωB97M-V functional and the def2-TZVPD basis) on a molecular structure, C23H43As3GaN2O8 in a non-equilibrium geometry.

```
! wB97M-V def2-TZVPD RIJCOSX def2/J DEFGRID3
* xyz 3 1
Ga 0.598 -0.278 -0.153
C -2.255 -1.412 -0.311
N -1.103 -0.979 -1.147
C -0.721 -2.121 -2.029
C -1.571 0.167 -1.991
C -0.390 0.985 -2.456
N 0.419 1.430 -1.280
C -0.306 2.465 -0.497
C 1.670 2.047 -1.800
H -3.125 -1.576 -0.949
H -2.499 -0.638 0.416
H -2.013 -2.345 0.186
H -1.596 -2.471 -2.579
H -0.338 -2.931 -1.411
H 0.039 -1.809 -2.743
H -2.231 0.786 -1.383
H -2.166 -0.212 -2.822
H -0.712 1.857 -3.028
H 0.271 0.396 -3.095
H -0.574 3.306 -1.139
H 0.361 2.819 0.285
H -1.210 2.063 -0.041
H 1.411 2.885 -2.448
H 2.219 1.313 -2.385
H 2.281 2.394 -0.973
C -3.424 -1.544 6.135
O -3.568 -0.191 5.670
C -2.614 0.525 5.160
O -2.824 1.635 4.700
C -1.241 0.031 4.772
C -0.206 -0.469 5.429
As 1.603 -0.705 4.722
C 1.563 -2.649 4.416
C 1.092 -0.101 2.799
C 0.167 -0.508 1.851
As -1.142 0.863 3.025
C -0.236 2.544 3.472
C -0.352 -1.924 1.961
O 0.124 -2.723 1.189
O -1.268 -2.159 2.868
C -1.750 -3.530 3.013
C 2.022 0.981 2.289
O 2.213 1.184 1.097
O 2.623 1.630 3.242
C 3.573 2.671 2.872
C -0.112 -0.833 6.879
O 0.868 -1.453 7.228
O -1.074 -0.388 7.645
C -0.940 -0.644 9.076
H -4.397 -2.003 5.989
H -3.172 -1.547 7.188
H -2.667 -2.070 5.554
H 2.217 -3.078 5.172
H 1.957 -2.890 3.431
H 0.569 -3.072 4.539
H 0.434 2.428 4.318
H -1.081 3.170 3.755
H 0.269 2.985 2.615
H -2.762 -3.568 2.616
H -1.761 -3.744 4.077
H -1.094 -4.216 2.488
H 3.952 3.056 3.811
H 3.059 3.447 2.310
H 4.373 2.236 2.279
H -1.815 -0.192 9.528
H -0.027 -0.180 9.438
H -0.910 -1.716 9.252
C 4.222 -0.309 -1.190
As 2.719 -1.460 -0.783
C 3.276 -2.463 0.773
C 2.716 -2.743 -2.231
H 5.128 -0.887 -1.013
H 4.219 0.579 -0.564
H 4.187 -0.028 -2.241
H 4.246 -2.913 0.567
H 2.540 -3.232 0.981
H 3.373 -1.795 1.628
H 3.728 -3.144 -2.290
H 2.474 -2.254 -3.173
H 2.018 -3.556 -2.041
*
```

Properties
**ΔE to the lowest compared entry with this formula, charge and spin**: 0.0 kcal per mole
**HOMO-LUMO gap**: 7.4 eV
**LUMO**: -0.353 hartree

***

[6]
ORCA calculation (the ωB97M-V functional and the def2-TZVPD basis) on 4 unconnected molecules or ions with the total composition C23H43BF5O7S3Si in a non-equilibrium geometry.

```
! wB97M-V def2-TZVPD RIJCOSX def2/J DEFGRID3
* xyz -1 1
C 4.506 0.319 -0.544
Si 3.067 0.708 0.676
C 3.703 1.926 2.080
C 1.552 1.614 -0.140
C 1.198 1.094 -1.656
C -0.397 1.512 -1.937
F -0.679 1.713 -3.376
F -0.537 2.876 -1.301
C -1.443 0.538 -1.143
O -2.605 1.417 -0.914
B -3.788 0.547 -0.751
C -3.797 0.220 0.862
O -5.123 -0.141 1.401
C -5.383 0.500 2.703
F -4.292 0.223 3.707
F -5.622 1.987 2.581
F -6.663 -0.047 3.278
O -3.561 -0.552 -1.724
C -2.097 -0.773 -1.868
C -1.499 -1.343 -3.281
C -1.158 -2.972 -3.202
O -0.013 -3.227 -2.290
C 2.339 -0.846 1.581
C 2.608 -1.113 3.208
C 1.942 -2.427 3.984
C 1.009 -3.430 3.051
C 0.768 -3.196 1.438
C 1.440 -1.896 0.682
H 4.046 -0.104 -1.548
H 5.067 1.350 -0.743
H 5.250 -0.464 -0.051
H 4.397 2.727 1.557
H 2.769 2.531 2.493
H 4.247 1.338 2.938
H 0.591 1.513 0.551
H 1.817 2.771 -0.211
H 1.330 -0.058 -1.825
H 1.893 1.667 -2.429
H -1.023 0.159 -0.108
H -4.745 1.218 -0.880
H -3.026 -0.642 1.148
H -3.465 1.215 1.430
H -1.931 -1.703 -1.138
H -2.379 -1.253 -4.083
H -0.516 -0.831 -3.656
H -0.770 -3.261 -4.286
H -2.105 -3.623 -2.973
H 0.803 -3.198 -2.880
H 3.279 -0.385 3.871
H 2.118 -2.590 5.145
H 0.487 -4.377 3.544
H 0.114 -3.951 0.813
H 1.247 -1.767 -0.474
C 3.006 -0.372 -4.291
S 2.386 -2.023 -4.691
O 3.187 -3.010 -3.895
C 3.012 -2.056 -6.388
H 2.758 -0.151 -3.249
H 4.090 -0.337 -4.419
H 2.527 0.366 -4.939
H 4.097 -1.919 -6.389
H 2.534 -1.265 -6.970
H 2.770 -3.027 -6.830
C -9.914 -2.461 7.003
S -8.146 -2.706 7.293
O -7.797 -2.002 8.571
C -7.582 -1.664 5.926
H -10.470 -3.000 7.775
H -10.159 -1.398 7.058
H -10.183 -2.858 6.022
H -7.968 -0.649 6.046
H -7.925 -2.086 4.979
H -6.489 -1.639 5.936
C 6.099 6.082 -0.871
S 5.479 4.431 -1.271
O 6.281 3.443 -0.475
C 6.106 4.398 -2.967
H 5.851 6.303 0.171
H 7.183 6.117 -0.999
H 5.620 6.820 -1.519
H 7.190 4.534 -2.969
H 5.627 5.189 -3.550
H 5.863 3.427 -3.410
*
```

Properties
**ΔE to the lowest compared entry with this formula, charge and spin**: 341.5 kcal per mole
**HOMO-LUMO gap**: 6.5 eV
**LUMO**: 0.060 hartree